Computed, not measured: a single C7H7FO2 molecule in a non-equilibrium geometry, with wB97M-V/def2-TZVPD.

Properties
Calculated total energy   -14181.871 eV
Relative energy (zero: lowest compared OMol25 entry of this formula, charge and spin)   170.5 kJ/mol
Maximum force   0.1110 hartree/bohr

The geometry in XYZ format:
```
17
Properties=species:S:1:pos:R:3:forces:R:3:lowdin_charge:R:1
C -1.32599 -1.11993 -0.48939 0.3 -0.5 -1.4 0.029
C -0.19191 -0.76996 -1.13755 -0.6 0.8 1.8 0.041
C -2.01598 -0.30399 0.50053 0.7 2.3 1.1 -0.336
C -1.17553 0.65440 1.33289 -0.7 -0.7 -2.7 -0.161
C 0.15231 0.97871 0.84411 0.7 -1.6 -5.1 -0.147
C 0.69471 0.35204 -0.61903 -2.6 0.2 1.7 -0.411
C 2.04880 -0.18409 -0.30792 2.8 2.6 -4.2 -0.016
O -3.21507 -0.24337 0.62012 -0.3 -0.7 -0.3 0.116
O -0.04047 0.05705 1.84680 1.7 -0.2 2.0 0.077
F 0.58203 1.36803 -1.59178 0.7 -0.2 0.8 0.007
H -2.01558 -1.91079 -0.74682 0.4 -0.4 -0.7 0.118
H 0.25833 -1.16308 -2.02829 -0.4 -0.9 -0.3 0.120
H -1.71278 1.42557 1.78575 -0.8 0.8 1.6 0.140
H 0.68042 1.90134 0.83740 0.2 1.0 1.5 0.144
H 2.65359 0.52919 0.24553 0.0 -0.2 0.4 0.093
H 2.74083 -0.50355 -1.21952 -1.7 0.9 1.3 0.143
H 1.88228 -1.06758 0.12719 -0.4 -3.2 2.5 0.043
```
Forces are in eV/Å.